A cluster of 6 separate species, C24H66N6O6 in total in a non-equilibrium geometry, computed with wB97M-V/def2-TZVPD.

Output
Highest occupied orbital energy = -8.787 eV
M = 534.83 g/mol
Kohn-Sham gap = 9.21 eV
Total charge = 0
Energy relative to the best compared isomer or geometry (same formula, charge and spin) = 14.347 eV

Structure (XYZ):
```
102
Properties=species:S:1:pos:R:3:forces:R:3
C 3.0304 1.9333 2.8905 -4.4 -1.4 5.1
C 1.6957 2.7019 2.8129 -1.7 -2.6 0.2
C 0.4821 2.2340 3.7358 1.7 -1.2 2.7
O 0.4060 0.7957 3.6677 -0.4 -0.2 -1.2
C -0.4953 0.0218 4.4703 3.6 -1.6 0.9
N 1.8310 4.1016 2.9145 2.5 2.2 -1.9
H 2.8436 0.8940 2.6436 0.2 -0.1 0.0
H 3.2829 1.9938 4.0053 0.4 -0.2 -1.6
H 3.6933 2.3433 2.2839 3.2 1.9 -2.6
H 1.0880 2.2795 2.0146 0.8 0.5 -2.1
H -0.4340 2.7557 3.5038 -0.4 0.1 -0.7
H 0.6173 2.3605 4.8086 0.4 0.9 0.3
H -0.2242 0.0832 5.5418 -0.7 1.0 -0.1
H -0.1231 -1.0610 4.3814 -0.9 1.4 -0.8
H -1.5092 0.1297 4.2242 -1.4 0.3 -0.2
H 0.9239 4.4751 2.7087 -0.3 0.9 -0.1
H 2.5573 4.5688 2.1603 -2.5 -1.8 2.5
C -1.6353 -0.9851 0.6977 2.2 -0.8 0.1
C -0.1733 -0.8086 0.2318 -0.2 -0.6 -5.0
C 0.0344 0.5607 -0.5148 -3.5 -2.1 -0.5
O -0.6630 0.6380 -1.7710 -0.4 0.6 0.4
C -0.6766 1.9784 -2.3062 6.1 -6.6 -6.1
N 0.7736 -0.9821 1.2550 -3.1 1.5 3.8
H -1.6448 -0.2896 1.4525 -0.7 1.8 2.3
H -1.8931 -1.9317 1.1522 0.3 -0.4 -0.2
H -2.3659 -0.7017 0.0124 -1.0 0.4 -1.5
H 0.0118 -1.5049 -0.6604 -0.1 0.2 1.3
H 0.9792 0.8782 -0.6265 4.3 0.0 -1.0
H -0.2462 1.3332 0.0975 -1.9 2.1 2.0
H -0.7026 1.9267 -3.4900 -0.7 0.0 2.6
H 0.3196 2.3784 -2.1772 1.1 0.0 -0.1
H -1.1344 2.6571 -1.8636 -5.8 5.4 4.0
H 1.7128 -0.9532 1.0353 2.1 0.2 -0.9
H 0.5281 -0.1915 1.9709 1.2 -2.0 -1.1
C 2.6642 0.5482 -5.5322 -0.8 -2.1 0.1
C 1.3774 0.0428 -6.1294 1.0 1.1 -3.6
C 0.4940 1.1840 -6.6865 3.3 2.7 2.5
O 0.3282 2.0342 -5.5099 -1.7 2.0 -1.0
C -0.3124 3.3888 -5.8340 4.0 -3.3 -0.3
N 1.6403 -0.8962 -7.2388 5.1 3.2 -0.4
H 3.1626 1.3236 -5.9940 0.2 2.3 -1.0
H 3.4509 -0.1585 -5.4855 0.5 -1.7 -0.5
H 2.5086 0.6590 -4.5196 -0.4 1.4 2.3
H 0.8079 -0.5879 -5.5731 -1.7 -0.9 2.9
H -0.4160 0.8412 -6.9709 -2.9 -1.2 -1.1
H 0.9396 1.8389 -7.5263 -0.2 -1.3 1.0
H -1.2627 3.3599 -6.2029 -2.9 -0.4 -0.2
H 0.2798 3.7263 -6.6417 0.7 0.6 -1.2
H -0.0683 4.0303 -5.0549 -0.3 0.9 1.8
H 0.7759 -1.0986 -7.6178 -1.9 -0.4 -1.8
H 2.2794 -0.1887 -7.8422 -2.2 -2.9 0.5
C 0.9123 -7.7297 5.1154 0.4 0.9 5.7
C 0.7690 -6.5095 6.0688 1.6 -0.1 0.7
C -0.1150 -5.3667 5.5294 1.7 0.5 2.0
O 0.6701 -4.8564 4.4915 0.2 0.7 -0.8
C 0.0720 -3.7027 3.9171 0.4 -2.0 -5.1
N 0.2702 -6.9751 7.3867 -0.7 1.8 -1.2
H 1.1273 -7.5756 4.1834 4.1 1.9 -5.3
H 0.0006 -7.9080 4.6614 -3.4 -2.0 1.1
H 1.5596 -8.4420 5.6766 -1.1 -0.2 -1.1
H 1.8761 -6.0854 6.3548 -2.7 -0.6 -1.1
H -0.1467 -4.6467 6.3930 0.0 -0.1 -0.6
H -1.1912 -5.5187 5.3196 0.5 -0.7 -0.5
H -0.3899 -3.2099 4.7101 -0.5 1.9 0.9
H -0.7582 -4.1398 3.2307 0.7 1.0 1.0
H 0.7545 -3.1494 3.0269 -1.5 -1.1 3.2
H -0.6232 -7.4031 7.2274 -0.5 -0.4 0.1
H 0.8934 -7.6771 7.6539 0.9 -1.4 0.9
C -0.9987 -5.0063 -2.8016 3.2 -0.5 2.5
C -0.4013 -4.4285 -4.1536 -1.9 -1.9 2.1
C -0.4799 -2.9527 -4.1806 -5.2 -1.6 -6.7
O -1.7741 -2.4767 -4.0532 -1.1 -3.7 0.9
C -2.0400 -1.1770 -4.2682 2.2 0.6 -2.1
N 0.8781 -4.9330 -4.4507 4.6 1.0 0.9
H -2.0850 -4.9524 -2.6231 0.5 0.0 -0.7
H -0.5174 -4.4716 -1.8860 -0.7 -0.8 -1.2
H -0.5727 -6.1029 -2.7450 -1.2 2.0 0.0
H -1.0053 -5.1621 -4.6105 -1.5 0.6 -2.8
H -0.1046 -2.5561 -5.1101 0.5 0.0 -0.9
H 0.1499 -2.7034 -3.5360 5.2 2.9 6.4
H -1.5441 -0.7034 -3.4641 0.4 2.1 0.3
H -3.0497 -1.0383 -4.3170 -2.9 0.3 0.7
H -1.7989 -0.9096 -5.3478 0.7 0.3 1.0
H 1.6638 -4.3685 -3.9749 -1.6 -1.2 -0.1
H 1.2330 -4.7647 -5.3977 -1.1 -0.3 -0.1
C -2.1630 5.7998 3.5620 -0.6 4.9 -1.3
C -1.8938 6.8235 2.4683 3.1 -0.2 -1.7
C -1.5049 6.1042 1.1196 0.3 -1.9 2.0
O -0.2348 5.4973 1.2431 -0.7 1.9 5.3
C 0.3410 4.8331 0.2806 5.7 5.6 -2.0
N -2.9949 7.7245 2.1744 1.9 3.3 -0.7
H -2.9403 5.2493 3.2750 -4.3 -1.7 -0.8
H -2.2899 6.3622 4.4325 -0.6 0.4 1.7
H -1.5494 5.0485 3.6927 4.5 -3.1 0.6
H -0.9116 7.4196 2.8116 -2.3 -0.8 -0.9
H -1.4241 6.7078 0.2746 -0.4 1.6 -1.4
H -2.2438 5.3019 0.9578 -0.2 0.2 -0.2
H 0.1536 5.3322 -0.6309 0.1 1.6 -1.9
H -0.0942 4.0572 0.0104 -3.4 -8.5 -1.3
H 1.4884 4.8349 0.2788 -1.7 -0.5 0.6
H -3.8064 7.4292 1.7190 -1.5 -1.9 -0.2
H -2.7052 8.4176 1.4002 0.1 -1.1 2.0
```
Positions in Å, forces in eV/Å.

---

A cluster of 6 separate species, C24H66N6O6 in total in a non-equilibrium geometry, computed with wB97M-V/def2-TZVPD.

Output
Highest occupied orbital energy = -8.578 eV
M = 534.83 g/mol
Kohn-Sham gap = 9.19 eV
Total charge = 0
Energy relative to the best compared isomer or geometry (same formula, charge and spin) = 12.113 eV

Structure (XYZ):
```
102
Properties=species:S:1:pos:R:3:forces:R:3
C 1.2296 -0.5920 0.8409 1.9 0.4 1.4
C 0.5784 0.6361 0.2166 -1.0 0.9 0.1
C 0.7914 0.7894 -1.3107 0.0 -1.2 4.3
O 0.0334 -0.2517 -1.8963 2.0 2.3 -2.1
C 0.2664 -0.2401 -3.3463 -1.0 -3.1 1.0
N -0.8998 0.8383 0.3543 2.4 1.3 2.0
H 1.5177 -1.3087 0.1095 0.0 -0.7 -0.9
H 0.5492 -1.1394 1.5245 0.6 0.5 0.1
H 2.3122 -0.3074 1.3317 -2.8 -0.6 -0.7
H 0.9916 1.5238 0.7218 0.2 -0.1 -0.3
H 1.8505 0.8706 -1.2700 1.6 -1.2 -1.7
H 0.5294 1.7940 -1.3019 -1.6 1.9 -1.9
H -0.1050 0.5596 -3.9353 -0.3 1.6 0.2
H -0.4316 -1.0728 -3.6025 1.1 0.2 -0.5
H 1.3250 -0.4483 -3.6182 -0.7 0.0 0.4
H -1.1671 0.3564 1.1680 -0.5 -0.2 2.0
H -1.3196 0.2699 -0.2748 -1.6 -1.9 -3.1
C 0.4258 -1.5703 -7.0020 -2.3 -0.3 0.3
C -0.3437 -0.5132 -7.9422 -1.2 -0.2 1.9
C -1.2525 0.4289 -7.0589 -0.5 -4.9 -0.5
O -2.2738 -0.4307 -6.4954 1.7 0.6 -1.6
C -3.3127 0.1663 -5.7849 -2.5 -1.2 -4.1
N 0.5010 0.3714 -8.7061 0.9 1.0 -2.1
H -0.3113 -2.2909 -6.3734 1.4 2.1 -1.5
H 0.9547 -0.9178 -6.3531 0.8 0.2 1.1
H 1.1343 -2.2587 -7.4561 0.0 0.3 -0.6
H -1.0085 -1.1317 -8.5316 -0.4 0.2 -0.5
H -1.7037 1.1263 -7.6538 -1.2 2.0 -1.8
H -0.6903 0.8843 -6.3310 1.5 1.2 2.0
H -4.0474 0.8662 -6.3721 1.8 -0.6 0.7
H -2.8934 0.5722 -4.9644 0.5 1.6 3.3
H -3.9039 -0.7369 -5.7241 -0.7 0.1 1.5
H 0.1642 1.3275 -9.0504 -0.1 -1.8 1.5
H 0.6532 -0.0594 -9.6175 0.5 -0.2 0.3
C -0.2670 -3.8992 2.8093 -0.6 2.3 -1.7
C -0.1848 -5.1375 3.6696 -3.8 0.5 3.2
C 1.1538 -5.7158 3.9133 1.2 0.9 -2.2
O 1.5544 -6.0135 2.6159 0.4 -1.8 -3.1
C 2.7549 -6.7642 2.3764 -2.6 4.2 11.7
N -0.7368 -4.6864 5.0401 0.0 0.3 -4.1
H 0.1704 -4.1520 1.8042 -1.4 0.1 0.4
H 0.3446 -2.9373 2.9438 -0.3 -1.6 1.2
H -1.3765 -3.4351 2.8923 2.4 -1.5 -0.8
H -0.9799 -5.8766 3.2717 1.7 0.9 0.4
H 1.2954 -6.5594 4.5069 -0.7 -1.7 1.4
H 1.8341 -4.9694 4.3034 0.2 0.7 0.5
H 2.9487 -7.5236 3.1551 -0.6 -0.1 -0.1
H 3.4732 -6.0485 2.5963 2.2 1.3 0.3
H 2.9877 -7.1221 1.5792 1.1 -4.0 -10.1
H -0.0122 -4.1535 5.3962 1.1 1.0 1.9
H -1.2404 -5.3188 5.5710 -0.4 -1.4 1.4
C -3.7482 -0.7248 2.3277 2.1 -1.8 3.2
C -3.7755 -0.1427 3.7526 -2.2 -0.4 1.8
C -2.7569 0.9491 3.9832 -1.5 -0.4 2.2
O -1.5732 0.3435 3.9395 4.8 -1.8 0.8
C -0.4521 1.2466 3.9444 -0.5 -1.3 -1.0
N -5.1147 0.3779 4.0867 -1.1 0.2 0.6
H -4.2864 -1.6447 2.3342 -0.7 -0.9 0.2
H -2.6909 -1.0871 2.3300 -0.6 0.6 -1.3
H -4.1780 -0.1801 1.5466 0.1 1.5 -1.1
H -3.6882 -0.8731 4.6307 1.2 0.0 -1.9
H -2.8131 1.4846 4.9806 -0.8 -0.2 -1.0
H -2.7497 1.5650 3.1730 -0.9 2.8 -2.2
H 0.4802 0.7154 3.9817 0.2 -0.8 0.7
H -0.4607 2.0199 4.6840 -0.4 0.4 0.6
H -0.3915 1.6267 2.9555 -0.2 1.3 -1.0
H -5.0656 0.5452 5.1210 -0.7 -0.2 -1.3
H -5.8504 -0.3561 3.9020 1.2 1.1 0.5
C -1.1759 5.4278 0.0518 -1.6 -2.6 -4.0
C -2.1119 4.7022 0.9184 0.0 -1.7 2.1
C -3.1953 5.5318 1.3984 -4.4 0.0 3.4
O -2.7818 6.6854 2.1043 1.5 1.2 -0.4
C -3.7049 7.6325 2.6083 -0.6 0.1 0.3
N -2.6996 3.4733 0.3343 2.4 1.1 -1.0
H -0.2881 4.8383 -0.2415 -0.7 0.1 -0.6
H -0.8095 6.2066 0.4977 2.3 4.4 3.4
H -1.7642 5.9895 -0.7421 0.8 -1.4 0.0
H -1.6417 4.4992 1.9169 0.6 -0.4 -0.8
H -3.6985 4.9340 2.2878 0.4 0.4 -1.8
H -4.0005 5.6203 0.6415 0.4 0.8 0.1
H -4.1100 8.2313 1.7957 -0.4 -0.1 -0.3
H -3.2418 8.4590 3.2707 -0.2 -2.0 -0.7
H -4.5464 7.0876 3.1257 0.7 0.7 -0.2
H -1.8895 2.8420 0.2941 -1.2 -0.5 -0.1
H -3.5321 3.0872 0.7285 -0.1 -0.1 0.7
C 5.6919 -2.4324 -0.1629 2.3 10.0 5.8
C 5.0148 -1.3482 -0.9384 0.3 -2.7 -1.9
C 5.2434 0.0264 -0.4839 3.6 1.2 0.3
O 5.1794 0.1607 0.8970 -1.2 -1.5 1.1
C 4.9991 1.4485 1.3725 -0.7 -0.4 2.6
N 5.4100 -1.5164 -2.3545 -2.1 1.3 -2.9
H 5.8251 -3.2749 -0.5204 -0.2 -8.4 -3.4
H 5.5149 -2.2847 0.9751 -0.1 -0.9 -1.9
H 6.7700 -2.0627 -0.2402 -0.6 -0.3 0.4
H 3.9914 -1.6420 -0.9943 -1.3 0.5 0.3
H 4.4729 0.5538 -1.0371 0.3 1.3 0.0
H 6.4691 0.3258 -0.7050 -3.4 -0.5 -0.3
H 5.7849 2.0000 1.0130 2.3 1.9 -0.5
H 4.9935 1.5193 2.5627 -0.1 -0.5 -2.7
H 4.1419 1.9057 0.9307 -1.2 0.3 0.1
H 4.5903 -1.1334 -3.0778 3.2 -1.1 2.6
H 6.3503 -1.1576 -2.6392 -1.3 -0.1 0.6
```
Positions in Å, forces in eV/Å.